DFT (ωB97M-V/def2-TZVPD) results for C39H50LuN11O2S as an isolated structure in a non-equilibrium geometry.

Computed properties:
- Highest occupied orbital energy (spin up / spin down): -10.03 / -10.03 eV
- Total charge: +2
- Orbital gap (spin up / spin down): 0.1928 / 0.1928 hartree
- Largest force on an atom: 0.0389 Eh/bohr
- LUMO energy (spin up / spin down): -4.8 / -4.8 eV

CARTESIAN COORDINATES (ANGSTROEM)
Lu 0.82 -0.34 0.28
C 2.97 2.82 3.00
C 2.21 2.14 1.89
N 1.05 1.58 2.06
C 0.46 1.78 3.39
C -1.06 1.65 3.53
N -1.55 0.27 3.41
C -2.79 0.06 2.66
C -2.45 -0.42 1.24
N -1.62 0.57 0.52
C -2.35 1.31 -0.53
C -1.67 1.15 -1.88
N 0.47 -0.69 -1.87
C 1.40 0.01 -2.76
C 1.23 -0.55 -4.18
C 3.33 0.90 -1.35
C 4.43 1.70 -1.62
C 4.65 2.84 -0.84
C 3.88 3.04 0.27
C 2.89 2.10 0.60
N 2.56 1.11 -0.28
H 2.91 2.24 3.92
H 2.55 3.81 3.21
H 4.01 2.95 2.74
H 0.69 2.80 3.74
H 0.93 1.08 4.10
H -1.56 2.30 2.80
H -1.31 2.06 4.51
H -1.66 -0.11 4.35
H -3.39 0.98 2.61
H -3.40 -0.70 3.15
H -3.38 -0.61 0.70
H -1.91 -1.37 1.30
H -1.33 1.24 1.22
H -2.43 2.37 -0.28
H -3.37 0.92 -0.61
H -0.75 1.74 -1.96
H -2.35 1.40 -2.69
H 0.18 -0.57 -4.44
H 1.61 -1.56 -4.21
H 1.74 0.06 -4.92
H 5.11 1.46 -2.41
H 5.43 3.53 -1.11
H 4.01 3.93 0.86
N 0.79 -1.43 2.75
C 0.72 -2.89 2.60
C -0.22 -3.58 3.60
C -0.37 -5.09 3.40
C 0.93 -5.86 3.19
N 1.86 -5.71 4.31
C 3.15 -6.00 4.30
N 3.77 -6.33 3.17
N 3.86 -5.92 5.43
C 0.36 -3.20 1.10
O 0.57 -4.32 0.67
O -0.13 -2.21 0.47
H 1.36 -1.21 3.57
H -0.15 -1.06 2.97
H 1.72 -3.30 2.77
H -1.22 -3.14 3.52
H 0.14 -3.37 4.61
H -0.96 -5.28 2.51
H -0.91 -5.51 4.25
H 1.38 -5.50 2.26
H 0.69 -6.93 3.07
H 1.42 -5.55 5.21
H 3.24 -6.42 2.31
H 4.75 -6.55 3.15
H 3.43 -5.74 6.32
H 4.84 -6.17 5.44
C 3.04 2.16 -4.01
C 1.91 2.30 -3.19
N 1.15 1.41 -2.61
C 2.95 -0.25 -2.29
C 3.76 -0.18 -3.57
C 3.77 1.01 -4.29
C 4.33 -1.35 -4.11
C 4.26 -2.56 -3.49
C 3.74 -2.66 -2.17
C 3.88 -3.84 -1.42
C 3.63 -3.82 -0.07
C 3.18 -2.64 0.49
N 2.87 -1.55 -0.22
C 3.16 -1.54 -1.53
H 3.33 3.06 -4.55
H 1.57 3.32 -3.01
H 4.44 1.06 -5.14
H 4.81 -1.27 -5.07
H 4.68 -3.44 -3.94
H 4.25 -4.73 -1.92
H 3.80 -4.69 0.54
H 3.12 -2.52 1.57
S -1.12 -0.63 -2.00
C -1.80 -1.04 -3.65
C -2.21 -2.36 -3.74
C -2.78 -2.83 -4.91
C -2.94 -1.98 -5.99
C -2.54 -0.66 -5.90
C -1.97 -0.17 -4.73
H -2.08 -3.01 -2.88
H -3.10 -3.86 -4.97
H -3.39 -2.34 -6.90
H -2.65 0.01 -6.74
H -1.63 0.85 -4.68